# 1
DFT (ωB97M-V/def2-TZVPD) results for a molecular structure, C25H30I2N6O7Ti.

The geometry in XYZ format:
```
71
C25H30I2N6O7Ti, DFT ωB97M-V/def2-TZVPD
C 1.32 2.15 -4.04
C -0.15 0.31 -4.44
H -0.46 -6.16 0.12
C -2.12 -3.84 0.46
C -2.15 2.66 -1.61
H -1.11 -0.17 5.82
N -1.80 -0.26 -1.17
H 1.51 2.68 -1.98
C -2.81 1.73 4.67
H -2.34 2.12 5.57
C -0.36 0.23 -3.07
N -2.20 -2.79 -0.01
H -2.70 5.11 -3.86
H 1.98 2.94 -4.38
H -0.71 -1.70 -2.22
C -3.13 0.41 -1.32
I -0.65 5.29 -1.53
O -1.37 2.31 -0.55
C -1.62 -0.49 4.91
O 2.84 -0.04 -0.99
Ti -0.35 0.90 -0.14
H -0.76 -6.14 3.16
H 2.64 3.32 1.66
C 2.58 1.78 0.57
H -1.95 -1.11 -0.58
C -0.66 -5.65 1.07
C 0.70 1.28 -4.93
H 2.51 -1.90 -1.69
O -1.71 -7.59 2.04
C 2.63 -1.42 -0.72
N -2.00 -5.02 1.01
H 0.08 -4.87 1.23
C -3.04 1.70 -2.08
H 3.79 0.08 0.87
H 4.36 1.19 -0.37
C -0.66 -6.66 2.20
O 1.37 1.91 0.36
C 3.46 0.69 0.02
N -1.10 0.88 1.80
C 1.38 -1.72 0.09
H -2.93 2.54 3.95
H -2.08 -1.05 -3.12
H -4.06 -5.41 1.05
C -3.68 3.21 -3.84
H -3.10 -6.45 3.06
H -2.55 -1.00 5.17
H -0.98 -1.17 4.35
H -4.51 1.24 -3.56
H 0.27 -7.22 2.20
H 3.48 -1.87 -0.22
H -3.12 -6.49 0.00
O 3.23 2.62 1.31
H -3.73 -7.74 2.01
C -2.02 3.89 -2.24
C -2.97 -6.96 2.09
C -1.50 0.79 2.89
C 1.07 2.01 -2.69
N 0.26 1.05 -2.21
O 0.49 -0.73 0.11
H -0.67 -0.36 -5.10
C -3.13 -5.97 0.96
N -1.94 0.69 4.09
H -3.78 1.30 4.91
I -4.82 3.61 -5.53
H 0.87 1.37 -6.00
C -1.26 -0.78 -2.44
H -3.49 0.58 -0.30
O 1.24 -2.76 0.67
H -3.82 -0.29 -1.80
C -2.79 4.16 -3.36
C -3.81 1.98 -3.19
```

Computed properties:
charge = +2
calculated total energy = -88991.3597 eV
HOMO = -0.47669 Ha
frontier orbital gap = 6.19 eV

Partial atomic charges computed with the natural (NBO) method, in multiples of e: atom 1 (C): -0.228, atom 2 (C): -0.231, atom 3 (H): 0.202, atom 4 (C): 0.572, atom 5 (C): 0.309, atom 6 (H): 0.229, atom 7 (N): -0.650, atom 8 (H): 0.219, atom 9 (C): -0.399, atom 10 (H): 0.230, atom 11 (C): 0.241, atom 12 (N): -0.549, atom 13 (H): 0.253, atom 14 (H): 0.251, atom 15 (H): 0.251, atom 16 (C): -0.239, atom 17 (I): 0.210, atom 18 (O): -0.655, atom 19 (C): -0.399, atom 20 (O): -0.505, atom 21 (Ti): 1.721, atom 22 (H): 0.170, atom 23 (H): 0.526, atom 24 (C): 0.863, atom 25 (H): 0.487, atom 26 (C): -0.241, atom 27 (C): -0.101, atom 28 (H): 0.237, atom 29 (O): -0.503, atom 30 (C): -0.186, atom 31 (N): -0.472, atom 32 (H): 0.240, atom 33 (C): -0.099, atom 34 (H): 0.239, atom 35 (H): 0.252, atom 36 (C): -0.079, atom 37 (O): -0.630, atom 38 (C): -0.187, atom 39 (N): -0.544, atom 40 (C): 0.778, atom 41 (H): 0.232, atom 42 (H): 0.237, atom 43 (H): 0.224, atom 44 (C): -0.158, atom 45 (H): 0.172, atom 46 (H): 0.229, atom 47 (H): 0.231, atom 48 (H): 0.238, atom 49 (H): 0.217, atom 50 (H): 0.223, atom 51 (H): 0.205, atom 52 (O): -0.596, atom 53 (H): 0.220, atom 54 (C): -0.214, atom 55 (C): -0.080, atom 56 (C): 0.694, atom 57 (C): 0.081, atom 58 (N): -0.498, atom 59 (O): -0.735, atom 60 (H): 0.247, atom 61 (C): -0.234, atom 62 (N): -0.415, atom 63 (H): 0.229, atom 64 (I): 0.235, atom 65 (H): 0.250, atom 66 (C): -0.270, atom 67 (H): 0.231, atom 68 (O): -0.549, atom 69 (H): 0.230, atom 70 (C): -0.248, atom 71 (C): -0.212

=====

# 2
DFT (ωB97M-V/def2-TZVPD) results for a single C4H9N3 molecule at a distorted geometry.

The geometry in XYZ format:
```
16
C4H9N3, DFT ωB97M-V/def2-TZVPD
N -1.91 0.40 -0.08
H -2.11 -1.57 0.40
H 0.55 2.53 0.22
H -0.32 -1.27 -1.35
H 1.55 0.63 -1.17
H -1.53 2.27 -0.60
H -0.11 -2.48 -0.05
C -1.07 1.30 -0.22
H 0.38 1.27 1.43
C 1.15 -0.78 0.19
C -0.21 -1.35 -0.20
N 1.41 0.60 -0.13
H 1.80 -1.39 -0.49
H 1.44 -0.86 1.26
N -1.40 -0.79 0.43
C 0.38 1.48 0.36
```

Computed properties:
ΔE to the lowest compared entry with this formula, charge and spin = 56.6 kcal per mole
calculated total energy = -8762.0693 eV
structure (SMILES) = C1=NNCCNC1
HOMO = -0.31885 Ha
frontier orbital gap = 9.69 eV

Partial atomic charges computed with the natural (NBO) method, in multiples of e: atom 1 (N): -0.227, atom 2 (H): 0.367, atom 3 (H): 0.209, atom 4 (H): 0.171, atom 5 (H): 0.351, atom 6 (H): 0.177, atom 7 (H): 0.214, atom 8 (C): 0.019, atom 9 (H): 0.209, atom 10 (C): -0.237, atom 11 (C): -0.266, atom 12 (N): -0.613, atom 13 (H): 0.199, atom 14 (H): 0.197, atom 15 (N): -0.478, atom 16 (C): -0.294